No. 1
{
  "formula": "C8H28O8",
  "method": "ωB97M-V with the def2-TZVPD basis set",
  "symbols": ["O", "C", "C", "O", "H", "H", "H", "H", "H", "H", "O", "C", "C", "O", "H", "H", "H", "H", "H", "H", "C", "O", "H", "H", "H", "H", "C", "O", "H", "H", "H", "H", "C", "O", "H", "H", "H", "H", "C", "O", "H", "H", "H", "H"],
  "positions_angstrom": [[2.70656, 2.30404, 0.58713], [3.87609, 1.92012, -0.12216], [4.26694, 0.50357, 0.24593], [4.76636, 0.59305, 1.58015], [2.85403, 2.05443, 1.50940], [3.70950, 2.08937, -1.18300], [4.71226, 2.56387, 0.16540], [5.00853, 0.10419, -0.45070], [3.39270, -0.15326, 0.22964], [5.22899, -0.22382, 1.78788], [-0.91792, -5.01837, 0.47679], [-0.80611, -3.61774, 0.31467], [-2.15371, -2.97723, 0.55186], [-2.96133, -3.13553, -0.62183], [-0.08649, -5.45876, 0.27852], [-0.10636, -3.15379, 1.02988], [-0.39543, -3.30934, -0.65281], [-1.87017, -1.90957, 0.60661], [-2.64111, -3.24462, 1.48614], [-3.83765, -2.81491, -0.38202], [-0.55867, 0.71014, -0.25336], [0.45068, 0.11568, 0.54596], [-0.92959, 0.05531, -1.04136], [-1.43865, 0.85823, 0.38529], [-0.15575, 1.64920, -0.62966], [1.08601, 0.72002, 0.93795], [0.72871, 3.73694, -2.55056], [1.61527, 4.07494, -3.63595], [0.18429, 2.83491, -2.83321], [1.38393, 3.56143, -1.68443], [0.12304, 4.58939, -2.25943], [2.19391, 3.32872, -3.79628], [-0.76472, -0.98520, 3.75767], [0.49192, -1.11726, 3.09101], [-0.53391, -1.17729, 4.80830], [-1.13017, 0.04691, 3.71187], [-1.48869, -1.71319, 3.38598], [0.34493, -1.05092, 2.13483], [-4.17442, 0.13290, -1.89353], [-5.06552, 1.04774, -2.51424], [-3.85345, -0.59322, -2.63604], [-3.22655, 0.63499, -1.63837], [-4.61481, -0.23673, -0.96591], [-5.41347, 1.66064, -1.86396]],
  "lowdin_charge": [-0.08, -0.23, -0.24, -0.07, 0.09, 0.12, 0.12, 0.12, 0.11, 0.09, -0.05, -0.26, -0.24, -0.06, 0.09, 0.11, 0.13, 0.10, 0.12, 0.08, -0.13, -0.15, 0.07, 0.08, 0.07, 0.06, -0.14, -0.13, 0.07, 0.06, 0.08, 0.06, -0.15, -0.15, 0.08, 0.08, 0.07, 0.02, -0.16, -0.12, 0.09, 0.06, 0.08, 0.07],
  "spin_multiplicity": 1,
  "lumo_energy_ev": 0.465,
  "orbital_gap_ha": 0.3875,
  "relative_energy_kj_mol": 350.66,
  "smiles": "OCCO.OCCO.CO.CO.CO.CO"
}


No. 2
{
  "formula": "C69H65FNO40P",
  "method": "ωB97M-V with the def2-TZVPD basis set",
  "symbols": ["C", "C", "C", "C", "N", "C", "C", "C", "F", "O", "C", "O", "O", "C", "C", "O", "C", "P", "C", "C", "C", "C", "H", "H", "H", "H", "H", "H", "H", "H", "H", "H", "H", "H", "H", "H", "H", "H", "H", "H", "H", "H", "H", "H", "H", "H", "H", "H", "H", "H", "H", "O", "C", "C", "C", "O", "C", "O", "C", "C", "O", "H", "H", "H", "H", "O", "C", "C", "C", "O", "C", "O", "C", "C", "O", "H", "H", "H", "H", "O", "C", "C", "C", "O", "C", "O", "C", "C", "O", "H", "H", "H", "H", "O", "C", "C", "C", "O", "C", "O", "C", "C", "O", "H", "H", "H", "H", "O", "C", "C", "C", "O", "C", "O", "C", "C", "O", "H", "H", "H", "H", "O", "C", "C", "C", "O", "C", "O", "C", "C", "O", "H", "H", "H", "H", "O", "C", "C", "C", "O", "C", "O", "C", "C", "O", "H", "H", "H", "H", "O", "C", "C", "C", "O", "C", "O", "C", "C", "O", "H", "H", "H", "H", "O", "C", "C", "C", "O", "C", "O", "C", "C", "O", "H", "H", "H", "H"],
  "positions_angstrom": [[11.25005, -0.21984, 2.06097], [10.48107, -0.11644, 0.60415], [10.09299, 1.45484, 0.34885], [8.46745, 1.76649, 0.34228], [7.63053, 0.72816, -0.35548], [6.63529, 0.03582, 0.53921], [7.06297, -0.48925, 2.03108], [6.64417, 0.56873, 3.25741], [5.38111, 0.19518, 3.93977], [5.29374, 0.65247, 0.76001], [4.27971, -0.42004, 1.03198], [3.23610, -0.42496, 1.86446], [4.78530, -1.52013, 0.16489], [6.10005, -1.18277, -0.47541], [5.62881, -0.79024, -1.99330], [4.18141, -0.60256, -2.17588], [3.57245, -1.67217, -2.98160], [7.08264, -2.79186, -0.17999], [7.85088, -3.51233, -1.76845], [8.64097, -2.43841, -2.72033], [5.90059, -4.19477, 0.46802], [6.74795, -5.61316, 0.48834], [12.30231, 0.33267, 1.98907], [10.58523, 0.24573, 2.90938], [11.48028, -1.34498, 2.35156], [11.26173, -0.40793, -0.25055], [9.58812, -0.87441, 0.47897], [10.62660, 1.89082, -0.62036], [10.54783, 2.07723, 1.25719], [8.34967, 2.77151, -0.29177], [8.14013, 2.04062, 1.43046], [8.17960, 0.07661, -0.95574], [6.54298, -1.51546, 2.35062], [8.21871, -0.66601, 2.16198], [7.47477, 0.63327, 4.08010], [6.49764, 1.67540, 2.83783], [6.16125, 0.13942, -2.46261], [5.92743, -1.71627, -2.68533], [2.40309, -1.63666, -2.74497], [3.93353, -2.74184, -2.67326], [3.65799, -1.44565, -4.13786], [8.66926, -4.30682, -1.41586], [7.02342, -4.14454, -2.32007], [9.81412, -2.56986, -2.59198], [8.42048, -2.76638, -3.84686], [8.29305, -1.32643, -2.61954], [5.40232, -3.93469, 1.49463], [5.08342, -4.31114, -0.38685], [7.07280, -5.98457, -0.58676], [6.10071, -6.50412, 0.94381], [7.73179, -5.51058, 1.15046], [1.72513, 4.52035, 5.10366], [1.09928, 4.09500, 4.13910], [-0.35293, 4.28529, 3.99945], [-1.00698, 3.79494, 2.94474], [-2.37130, 3.97248, 2.80585], [-0.29651, 3.03834, 1.87753], [-0.92779, 2.58381, 0.92935], [1.15914, 2.86872, 2.00469], [1.81393, 3.36201, 3.05761], [3.18251, 3.20881, 3.18269], [-0.85718, 4.83525, 4.78368], [-2.60813, 3.52562, 1.96398], [1.66574, 2.33197, 1.21249], [3.41830, 3.65041, 4.02748], [-3.29520, 2.04147, -5.27091], [-3.34754, 2.58699, -4.17424], [-3.15517, 4.03613, -4.00813], [-3.20184, 4.59627, -2.79788], [-3.02461, 5.95797, -2.63486], [-3.44557, 3.78019, -1.57692], [-3.46459, 4.32084, -0.47624], [-3.66194, 2.33493, -1.74511], [-3.61875, 1.77510, -2.95567], [-3.82376, 0.41773, -3.12189], [-2.97661, 4.61707, -4.90388], [-3.10170, 6.11724, -1.66884], [-3.85587, 1.75634, -0.85072], [-3.74067, 0.25764, -4.08716], [-1.12774, -3.88175, 3.10004], [0.00892, -4.33303, 3.01409], [0.52526, -5.34388, 3.95012], [1.77353, -5.80226, 3.83889], [2.26434, -6.75428, 4.71351], [2.68646, -5.30845, 2.77173], [3.83443, -5.73509, 2.70616], [2.16280, -4.31562, 1.82097], [0.91342, -3.85965, 1.92992], [0.41336, -2.92838, 1.03841], [-0.14837, -5.69244, 4.72243], [3.18881, -6.92017, 4.42657], [2.83171, -3.97849, 1.03916], [-0.50904, -2.75810, 1.32905], [-10.97203, 3.45582, -0.91151], [-9.85915, 3.60288, -1.40434], [-9.21107, 2.55402, -2.20713], [-7.99140, 2.73980, -2.71561], [-7.37758, 1.75932, -3.47328], [-7.24351, 4.00672, -2.48821], [-6.11651, 4.14100, -2.95297], [-7.90094, 5.06489, -1.70594], [-9.12203, 4.88064, -1.20028], [-9.74743, 5.87165, -0.46619], [-9.76514, 1.63721, -2.36270], [-6.50419, 2.13195, -3.72399], [-7.35290, 5.98775, -1.56343], [-10.61822, 5.49669, -0.21047], [-8.70997, 0.03008, -1.00040], [-7.89598, -0.22277, -0.11921], [-6.53533, 0.33688, -0.12310], [-5.66786, 0.02815, 0.84273], [-4.38839, 0.55270, 0.84669], [-6.04097, -0.89151, 1.95230], [-5.21602, -1.17107, 2.81570], [-7.40892, -1.43214, 1.96963], [-8.27766, -1.12079, 1.00574], [-9.56599, -1.62300, 1.01673], [-6.27672, 1.00225, -0.93682], [-3.95564, 0.17877, 1.64507], [-7.67232, -2.08540, 2.79194], [-9.99670, -1.25386, 0.21517], [-15.91392, -3.91823, 2.09623], [-14.83795, -3.72633, 2.65162], [-14.56834, -4.18834, 4.02219], [-13.39166, -3.94841, 4.60399], [-13.13062, -4.38214, 5.89082], [-12.31485, -3.20556, 3.89349], [-11.25043, -2.98422, 4.46109], [-12.57536, -2.76458, 2.51452], [-13.75076, -3.00745, 1.93128], [-14.00200, -2.59833, 0.63451], [-15.36074, -4.72514, 4.52785], [-12.21487, -4.08539, 6.08538], [-11.77718, -2.24119, 2.00336], [-14.91980, -2.88979, 0.44220], [1.78329, -12.91604, 4.37237], [1.41489, -11.95895, 5.04414], [1.38424, -10.58901, 4.50851], [0.99355, -9.56658, 5.27182], [0.95975, -8.27693, 4.77398], [0.57960, -9.77197, 6.68695], [0.24306, -8.81002, 7.36927], [0.58708, -11.14472, 7.21550], [0.97443, -12.16778, 6.45128], [0.98160, -13.46119, 6.94031], [1.68988, -10.45374, 3.47893], [0.64488, -7.71833, 5.51785], [0.26662, -11.28191, 8.24059], [1.30219, -14.01884, 6.19834], [1.99296, 8.04774, -8.80915], [0.97215, 7.53528, -8.36379], [0.32326, 8.01764, -7.13461], [-0.77812, 7.42657, -6.66746], [-1.39463, 7.87648, -5.51433], [-1.38632, 6.26146, -7.36657], [-2.38834, 5.72755, -6.90285], [-0.75168, 5.79416, -8.60863], [0.34776, 6.38728, -9.07784], [0.94839, 5.95529, -10.24607], [0.77726, 8.86398, -6.63528], [-2.16828, 7.28560, -5.38461], [-1.21471, 4.95739, -9.11632], [1.72538, 6.54232, -10.37244], [2.53140, 7.75723, -5.52669], [2.90748, 7.26828, -4.46720], [2.00108, 7.08022, -3.32367], [2.44652, 6.56016, -2.17834], [1.59948, 6.37813, -1.10057], [3.86990, 6.15614, -2.01438], [4.25396, 5.69810, -0.94347], [4.77085, 6.32162, -3.16538], [4.32480, 6.83846, -4.31196], [5.16509, 6.99461, -5.39899], [0.96948, 7.38030, -3.45589], [2.15806, 5.98922, -0.39258], [5.79904, 6.00711, -3.03804], [4.60792, 7.38906, -6.10486]],
  "lowdin_charge": [-0.16, -0.27, -0.19, -0.19, 0.00, -0.35, -0.08, -0.12, -0.13, -0.01, -0.20, 0.04, -0.11, -0.40, -0.14, -0.23, -0.11, 1.01, -0.44, -0.18, -0.39, -0.19, 0.09, 0.07, 0.08, 0.11, 0.07, 0.11, 0.11, 0.13, 0.11, 0.10, 0.13, 0.10, 0.12, 0.12, 0.14, 0.12, 0.11, 0.10, 0.11, 0.09, 0.08, 0.09, 0.09, 0.05, 0.08, 0.09, 0.07, 0.08, 0.08, 0.10, -0.31, 0.08, -0.21, 0.08, -0.30, 0.10, 0.08, -0.20, 0.08, 0.14, 0.10, 0.14, 0.12, 0.11, -0.31, 0.07, -0.22, 0.08, -0.31, 0.10, 0.07, -0.21, 0.08, 0.11, 0.12, 0.11, 0.12, 0.11, -0.30, 0.08, -0.18, 0.03, -0.29, 0.09, 0.08, -0.20, 0.09, 0.13, 0.13, 0.12, 0.12, 0.11, -0.30, 0.06, -0.21, 0.08, -0.28, 0.11, 0.08, -0.20, 0.08, 0.13, 0.11, 0.14, 0.12, 0.10, -0.28, 0.09, -0.19, 0.06, -0.30, 0.12, 0.09, -0.20, 0.07, 0.12, 0.12, 0.14, 0.12, 0.11, -0.31, 0.08, -0.21, 0.08, -0.30, 0.11, 0.08, -0.21, 0.08, 0.14, 0.12, 0.12, 0.12, 0.10, -0.31, 0.08, -0.18, 0.03, -0.30, 0.11, 0.08, -0.21, 0.08, 0.14, 0.11, 0.14, 0.12, 0.11, -0.30, 0.05, -0.21, 0.07, -0.30, 0.09, 0.08, -0.21, 0.08, 0.13, 0.11, 0.14, 0.12, 0.10, -0.28, 0.09, -0.20, 0.08, -0.30, 0.11, 0.08, -0.20, 0.08, 0.14, 0.11, 0.14, 0.12],
  "spin_multiplicity": 1,
  "lumo_energy_ev": -1.791,
  "orbital_gap_ha": 0.2373,
  "smiles": "CCCCN[C@@]1(CCF)OC(=O)O[C@]1(COC)P(CC)CC.O=C1C=C(O)C(=O)C=C1O.O=C1C=C(O)C(=O)C=C1O.O=C1C=C(O)C(=O)C=C1O.O=C1C=C(O)C(=O)C=C1O.O=C1C=C(O)C(=O)C=C1O.O=C1C=C(O)C(=O)C=C1O.O=C1C=C(O)C(=O)C=C1O.O=C1C=C(O)C(=O)C=C1O.O=C1C=C(O)C(=O)C=C1O"
}


No. 3
{
  "formula": "C7H12",
  "method": "ωB97M-V with the def2-TZVPD basis set",
  "symbols": ["C", "C", "C", "C", "C", "C", "C", "H", "H", "H", "H", "H", "H", "H", "H", "H", "H", "H", "H"],
  "positions_angstrom": [[2.18901, -1.75482, -0.76429], [0.74047, -1.32711, -0.39039], [0.18141, -0.25726, 0.60094], [0.77773, 0.02776, 1.84250], [-1.23314, 0.12920, 0.16168], [-1.48094, 1.64658, 0.22522], [-1.66551, 2.47926, -0.90740], [2.69924, -0.71814, -1.09002], [2.17362, -2.31091, -1.72592], [2.74654, -2.13942, 0.13470], [0.22859, -0.97783, -1.32114], [0.11673, -2.12879, 0.07453], [0.14295, 0.76848, 2.35308], [1.38449, -0.63153, 2.46025], [-1.45944, -0.27349, -0.79798], [-2.08846, -0.42451, 0.74323], [-1.69031, 2.17940, 1.19208], [-2.43610, 3.37362, -0.85655], [-1.32689, 2.33952, -1.93452]],
  "lowdin_charge": [-0.15, -0.31, -0.37, -0.06, -0.34, -0.23, -0.11, 0.10, 0.05, 0.06, 0.08, 0.08, 0.00, 0.00, 0.04, 0.06, 0.07, 0.03, -0.01],
  "spin_multiplicity": 2,
  "lumo_energy_ev": [4.122, 3.924],
  "orbital_gap_ha": [0.1208, 0.2906],
  "total_charge": -1,
  "relative_energy_kj_mol": 270.24
}